{
  "formula": "C41H27AsBrFNO4Ru",
  "method": "the ωB97M-V functional and the def2-TZVPD basis",
  "symbols": ["Ru", "Br", "C", "C", "C", "C", "C", "C", "C", "C", "C", "C", "H", "H", "H", "H", "H", "H", "O", "C", "O", "C", "C", "C", "C", "C", "C", "N", "O", "O", "H", "H", "H", "H", "F", "C", "C", "C", "C", "C", "C", "H", "H", "H", "H", "C", "C", "C", "C", "C", "C", "As", "C", "C", "C", "C", "C", "C", "C", "C", "C", "C", "C", "C", "H", "H", "H", "H", "H", "H", "H", "H", "H", "H", "H", "H", "H"],
  "xyz": [[-0.762475, -0.353952, 0.878312], [1.988620, -1.051671, 1.894930], [1.719302, -2.768318, 1.082218], [2.452574, -3.823093, 1.552514], [2.368093, -5.063475, 0.910492], [1.588862, -5.202129, -0.202493], [0.778239, -4.146018, -0.663439], [-0.091412, -4.317480, -1.759635], [-0.921130, -3.307809, -2.159204], [-0.926818, -2.084043, -1.471005], [-0.102431, -1.873724, -0.387568], [0.806167, -2.886887, 0.011572], [3.090423, -3.688598, 2.409269], [2.935254, -5.897449, 1.290633], [1.550727, -6.140834, -0.735331], [-0.090883, -5.265438, -2.275290], [-1.596224, -3.443158, -2.990074], [-1.608193, -1.310304, -1.813693], [-4.623483, 0.650204, -1.217798], [-3.660593, 0.166942, -0.655972], [-2.489654, 0.663900, -0.583351], [-3.769078, -1.214226, 0.004802], [-4.528434, -2.251403, -0.517891], [-4.426077, -3.524614, 0.054542], [-3.504027, -3.800848, 1.039561], [-2.700582, -2.761302, 1.541293], [-2.948682, -1.435481, 1.102473], [-1.607366, -2.978757, 2.333520], [-0.811558, -1.953587, 2.538331], [-1.283838, -4.108920, 2.753521], [-5.188035, -2.065115, -1.351925], [-5.047925, -4.321862, -0.323753], [-3.373655, -4.799285, 1.430470], [-2.669745, -0.583551, 1.749209], [-1.605963, 3.953572, 5.288800], [-1.391762, 3.032250, 4.325401], [-0.491237, 2.009383, 4.562155], [-0.281066, 1.065952, 3.568206], [-0.943113, 1.155317, 2.351216], [-1.841192, 2.201124, 2.134245], [-2.083466, 3.136424, 3.131041], [0.025675, 1.950424, 5.507865], [0.384948, 0.238825, 3.780867], [-2.371362, 2.293546, 1.189245], [-2.789791, 3.943159, 2.987317], [-0.944295, 2.544249, -4.838592], [-0.890387, 3.503684, -3.841300], [-0.497365, 3.155882, -2.559519], [-0.131479, 1.844513, -2.284816], [-0.171575, 0.888388, -3.293168], [-0.585379, 1.234892, -4.564865], [0.449975, 1.278358, -0.513934], [2.275880, 0.795531, -0.980858], [2.700681, -0.318068, -1.685221], [4.048866, -0.492926, -1.953956], [4.969725, 0.441558, -1.505875], [4.555495, 1.542675, -0.777138], [3.207488, 1.728389, -0.497709], [2.628349, 2.841589, 0.252954], [3.341364, 3.809363, 0.949250], [2.672323, 4.806421, 1.635563], [1.289692, 4.882742, 1.585175], [0.563995, 3.919314, 0.901966], [1.223316, 2.878323, 0.269659], [-1.277331, 2.809197, -5.831080], [-1.157637, 4.527182, -4.063953], [-0.480386, 3.898416, -1.769575], [0.120481, -0.131482, -3.070254], [-0.630211, 0.485949, -5.342921], [1.983465, -1.062051, -2.019919], [4.378816, -1.359716, -2.507094], [6.017723, 0.309076, -1.731736], [5.276980, 2.268609, -0.433893], [4.417929, 3.769569, 0.979939], [3.228454, 5.522513, 2.223672], [0.774650, 5.682513, 2.096439], [-0.517236, 3.957657, 0.877159]],
  "forces_ev_per_angstrom": [[0.68, 2.72, -2.00], [-0.63, -0.19, -0.26], [0.28, -0.10, 0.21], [-0.13, 0.63, 0.05], [-0.11, -0.18, -0.33], [0.06, -0.20, 0.15], [0.14, 0.37, 0.29], [-0.22, 0.11, -0.22], [0.10, -0.31, 0.00], [0.26, 0.04, -0.01], [0.03, 0.59, -0.08], [-0.17, -0.40, -0.37], [0.15, 0.00, 0.11], [0.11, -0.09, 0.02], [0.00, -0.14, -0.01], [-0.01, -0.15, -0.06], [-0.05, -0.09, -0.16], [0.08, 0.01, 0.14], [-0.16, 0.06, -0.20], [-0.85, -0.80, 0.27], [1.93, -0.33, 1.28], [0.02, 0.43, -0.06], [0.46, -0.11, 0.49], [-0.21, 0.07, -0.27], [0.66, 0.13, 0.36], [-2.58, 0.89, -1.79], [-0.51, -0.98, 0.90], [4.41, -0.69, 2.42], [-2.27, -2.65, -0.19], [-1.20, 2.59, -0.81], [-0.05, 0.08, -0.06], [-0.02, -0.09, 0.00], [0.09, -0.07, -0.10], [-0.14, -0.31, -0.17], [-0.01, 0.03, 0.04], [0.02, -0.14, -0.24], [-0.09, 0.19, 0.07], [-0.09, 0.12, 0.21], [0.17, -0.41, -0.87], [-0.01, 0.01, 0.21], [-0.01, 0.12, 0.24], [0.01, 0.04, 0.12], [0.02, 0.04, -0.03], [0.07, -0.08, 0.06], [-0.02, 0.04, 0.03], [-0.05, 0.03, -0.04], [-0.01, 0.07, -0.09], [0.07, -0.10, 0.36], [-0.31, -0.11, 0.15], [0.07, -0.17, 0.29], [0.02, -0.02, -0.06], [0.56, -0.19, 0.01], [0.22, -0.11, 0.18], [-0.31, -0.11, -0.05], [0.01, 0.00, 0.03], [0.05, -0.04, -0.04], [-0.08, 0.12, 0.08], [-0.16, -0.58, -0.38], [-0.50, 0.16, 0.16], [-0.01, -0.11, -0.05], [-0.04, 0.04, 0.02], [-0.07, 0.08, 0.01], [-0.19, -0.16, -0.10], [0.03, 0.09, 0.24], [0.00, 0.07, -0.08], [-0.05, 0.04, 0.03], [0.02, 0.02, -0.09], [-0.06, 0.00, -0.10], [0.02, -0.05, -0.03], [0.07, 0.06, 0.02], [0.03, -0.06, -0.05], [0.08, 0.00, 0.02], [0.12, 0.04, 0.03], [0.18, -0.01, -0.01], [0.05, 0.08, -0.05], [-0.06, 0.04, 0.05], [0.08, 0.08, 0.10]],
  "mulliken_spin": [0.88, -0.01, -0.02, 0.01, 0.00, 0.01, 0.00, 0.02, 0.00, -0.06, 0.00, 0.08, 0.00, 0.00, 0.00, 0.00, 0.00, 0.00, 0.00, -0.01, -0.01, 0.03, -0.01, 0.00, 0.00, -0.03, 0.05, 0.01, -0.02, 0.01, 0.00, 0.00, 0.00, -0.01, 0.00, 0.01, 0.00, 0.01, 0.04, 0.03, 0.00, 0.00, 0.00, 0.00, 0.00, 0.00, 0.00, 0.00, -0.01, 0.01, 0.00, 0.00, 0.01, -0.01, 0.00, 0.00, 0.00, -0.01, 0.00, 0.00, 0.00, 0.00, 0.00, -0.01, 0.00, 0.00, 0.00, 0.00, 0.00, 0.00, 0.00, 0.00, 0.00, 0.00, 0.00, 0.00, 0.00],
  "e_tot_ha": -6938.6514,
  "orbital_gap_ev": [6.02, 6.21],
  "spin_multiplicity": 2,
  "lumo_energy_ha": [-0.071, -0.072],
  "homo_energy_ev": [-7.96, -8.16],
  "s_squared": 0.790,
  "e_above_lowest_kcal_mol": 54.5
}